# 1
# C32H76B2F6N5O10S2Zn

A structure of composition C32H76B2F6N5O10S2Zn in a non-equilibrium geometry (ωB97M-V/def2-TZVPD, OMol25).

As for the total charge: -1. The calculation puts the LUMO energy at -0.64 eV. Its energy is -5514.9907 Eh. The HOMO-LUMO gap comes out at 6.2 eV.

Each line ends with the Löwdin charge.
Cartesian coordinates (Å):
Zn (-2.8895, 1.5275, -2.4133)  1.142
B (-1.1464, 0.2379, -0.4959)  -0.376
H (-2.0633, -0.2349, -0.8123)  -0.082
H (-1.3049, 1.3044, -0.5354)  -0.107
H (-0.9435, -0.0602, 0.5211)  -0.049
H (-0.3416, -0.0766, -1.1421)  -0.071
B (-3.4872, -0.5587, -4.3981)  -0.381
H (-3.8208, 0.4663, -4.4469)  -0.105
H (-2.4577, -0.6286, -4.0828)  -0.089
H (-4.0221, -1.1436, -3.6660)  -0.065
H (-3.4695, -1.0464, -5.3605)  -0.046
C (-7.5681, 2.8802, -3.2733)  -0.688
F (-8.4031, 2.0150, -2.8512)  0.200
F (-6.8360, 2.2854, -4.1688)  0.180
F (-8.2819, 3.9382, -3.7780)  0.093
S (-6.4678, 3.7799, -1.9357)  0.713
O (-5.5192, 4.4735, -2.7569)  -0.336
O (-7.2451, 4.5465, -0.9244)  -0.315
N (-5.5471, 2.4607, -1.1521)  -0.337
S (-6.4131, 1.8426, -0.0596)  0.548
O (-7.8975, 1.8190, -0.1666)  -0.338
O (-6.0122, 0.4401, 0.2501)  -0.349
C (-6.0179, 2.8106, 1.6321)  -0.636
F (-6.7071, 3.9237, 1.5985)  0.132
F (-6.4238, 2.0363, 2.6513)  0.127
F (-4.7038, 3.0923, 1.6667)  0.113
C (-1.1767, -4.4321, -4.1543)  -0.062
O (-2.5519, -4.9396, -3.8564)  -0.220
C (-2.4312, -6.4195, -3.6017)  -0.178
C (-3.8633, -6.9650, -3.3718)  -0.205
N (-4.7684, -5.8337, -3.0183)  -0.043
C (-4.6375, -5.4518, -1.5760)  -0.170
C (-4.8058, -6.6075, -0.5751)  -0.278
O (-5.6824, -7.5677, -1.0667)  -0.206
C (-5.8896, -8.6570, -0.1308)  -0.070
H (-1.2305, -3.5566, -4.8013)  0.077
H (-0.7126, -5.1626, -4.8169)  0.067
H (-0.7677, -4.2154, -3.1675)  0.087
H (-1.8297, -6.5737, -2.7059)  0.108
H (-2.0992, -6.9512, -4.4934)  0.102
H (-3.9649, -7.7862, -2.6623)  0.094
H (-4.1795, -7.4141, -4.3133)  0.105
H (-5.6477, -6.3183, -2.9082)  0.080
H (-5.4661, -4.7566, -1.4410)  0.118
H (-3.6807, -4.9862, -1.3395)  0.117
H (-4.8973, -6.1678, 0.4181)  0.121
H (-3.8176, -7.0458, -0.4357)  0.106
H (-6.1787, -8.2141, 0.8222)  0.084
H (-4.9942, -9.2666, -0.0094)  0.083
H (-6.6870, -9.2769, -0.5406)  0.084
C (-2.5940, 7.4468, -2.4145)  -0.101
O (-1.5746, 6.5350, -2.7149)  -0.205
C (-1.3019, 5.3792, -1.9454)  -0.190
C (-0.3362, 4.4982, -2.8399)  -0.156
N (-1.2161, 3.8394, -3.9015)  -0.035
C (-0.2968, 3.3723, -4.9388)  -0.206
C (-0.9232, 3.6054, -6.3074)  -0.193
O (-1.7807, 4.7739, -6.2699)  -0.242
C (-2.7298, 5.0906, -7.3671)  -0.033
H (-3.6080, 7.0474, -2.3927)  0.084
H (-2.5954, 8.2620, -3.1380)  0.086
H (-2.3505, 7.8389, -1.4270)  0.084
H (-2.1734, 4.7697, -1.7065)  0.107
H (-0.7649, 5.6475, -1.0356)  0.116
H (0.2485, 3.8190, -2.2194)  0.114
H (0.4409, 5.1180, -3.2871)  0.106
H (-1.6028, 4.6319, -4.3939)  0.073
H (0.0176, 2.3380, -4.7995)  0.127
H (0.5546, 4.0529, -4.9428)  0.105
H (-1.4597, 2.7241, -6.6588)  0.117
H (-0.2416, 3.7407, -7.1472)  0.115
H (-2.3928, 4.6383, -8.2998)  0.076
H (-2.7379, 6.1805, -7.3787)  0.087
H (-3.6788, 4.5929, -7.1680)  0.084
C (0.0919, 2.1858, 5.6549)  -0.023
C (1.4296, 1.9176, 6.4471)  -0.444
C (1.2564, 2.3537, 7.9763)  -0.107
C (0.6641, 1.2386, 8.8839)  -0.185
C (1.4238, -0.0800, 8.6781)  -0.164
C (1.5327, -0.6225, 7.2255)  -0.466
N (1.9370, 0.5014, 6.2762)  -0.069
O (2.1693, 0.0887, 4.9059)  -0.014
C (2.6416, -1.7735, 7.3376)  -0.031
C (0.1754, -1.2492, 6.8930)  -0.038
C (2.4379, 2.9142, 5.9043)  -0.079
H (-0.0918, 1.3727, 4.9525)  0.064
H (0.0019, 3.0631, 5.0143)  0.081
H (-0.7909, 2.1269, 6.2915)  0.073
H (2.1873, 2.7535, 8.3783)  0.110
H (0.4647, 3.0975, 8.0670)  0.108
H (-0.4096, 1.0672, 8.8075)  0.100
H (0.7384, 1.4192, 9.9562)  0.102
H (0.9075, -0.8945, 9.1860)  0.112
H (2.4196, 0.0088, 9.1124)  0.111
H (2.9004, -1.9964, 6.3024)  0.067
H (3.5549, -1.4085, 7.8074)  0.067
H (2.3487, -2.6544, 7.9088)  0.076
H (0.0578, -1.5460, 5.8509)  0.085
H (-0.2571, -1.9671, 7.5899)  0.085
H (-0.4430, -0.3781, 7.1096)  0.065
H (2.1691, 3.9605, 6.0496)  0.084
H (2.5540, 2.8410, 4.8229)  0.079
H (3.4579, 2.8347, 6.2803)  0.082
H (1.3072, -0.0116, 4.4958)  0.070
C (8.4121, 0.5814, 0.7310)  -0.010
C (8.3674, -0.9061, 0.0970)  -0.435
C (7.8048, -1.9891, 1.1262)  -0.145
C (6.3217, -1.8223, 1.2190)  -0.193
C (5.6766, -1.9404, -0.2061)  -0.133
C (6.1431, -0.9233, -1.2561)  -0.502
N (7.6089, -0.9876, -1.1741)  -0.156
O (8.0892, -0.1228, -2.0590)  -0.011
C (5.6375, -1.5736, -2.5934)  -0.024
C (5.4144, 0.4136, -0.9976)  -0.028
C (9.8366, -1.3693, -0.1169)  -0.053
H (8.8681, 0.8648, 1.6797)  0.076
H (7.3654, 0.7987, 0.9436)  0.046
H (8.6739, 1.2524, -0.0870)  0.071
H (7.9830, -3.0099, 0.7882)  0.120
H (8.2427, -1.6742, 2.0734)  0.116
H (5.9740, -0.9394, 1.7554)  0.106
H (5.9624, -2.5842, 1.9107)  0.105
H (4.6001, -1.8998, -0.0404)  0.123
H (6.0423, -2.8631, -0.6567)  0.111
H (6.2832, -2.4458, -2.6953)  0.077
H (4.6168, -1.8977, -2.3903)  0.089
H (5.8559, -0.9589, -3.4667)  0.079
H (4.3827, 0.2012, -1.2777)  0.084
H (5.3916, 0.8387, 0.0059)  0.067
H (5.7854, 1.3119, -1.4911)  0.078
H (10.3568, -0.5858, -0.6679)  0.068
H (9.8868, -2.2018, -0.8186)  0.078
H (10.3010, -1.5671, 0.8492)  0.081
H (8.3269, -0.6711, -2.8103)  0.115


# 2
# C32H76O2

A cluster of 6 separate species, C32H76O2 in total in a non-equilibrium geometry (ωB97M-V/def2-TZVPD, OMol25).

As for the total charge: +1. As for the spin multiplicity: 2. The calculation puts the LUMO energy (alpha / beta) at -3.37 / -10.19 eV. Its expectation value of S² is 0.76. Its energy is -1414.8195 Eh. The HOMO-LUMO gap (alpha / beta) comes out at 8.3 / 1.5 eV.

Each line ends with the Löwdin spin population.
Cartesian coordinates (Å):
C (-4.6692, 0.0976, -3.6319)  0.000
C (-4.6045, 0.6360, -2.1299)  0.000
C (-3.9765, 2.0199, -2.1402)  0.000
C (-4.0235, 2.7042, -0.8171)  0.000
C (-3.4855, 4.1277, -0.7249)  0.000
C (-2.0359, 4.2089, -1.2386)  0.000
H (-5.4222, 0.6410, -4.2027)  0.000
H (-4.8381, -0.9755, -3.7214)  0.000
H (-3.6638, 0.2407, -4.0279)  0.000
H (-5.6670, 0.7220, -1.9023)  0.000
H (-4.0975, -0.0102, -1.4133)  0.000
H (-4.4623, 2.5928, -2.9301)  0.000
H (-2.9174, 1.8627, -2.3443)  0.000
H (-5.0339, 2.6750, -0.4093)  0.000
H (-3.4333, 2.0673, -0.1581)  0.000
H (-4.1114, 4.8741, -1.2141)  0.000
H (-3.5793, 4.3347, 0.3411)  0.000
H (-1.3484, 3.5093, -0.7631)  0.000
H (-2.1340, 3.9946, -2.3028)  0.000
H (-1.6470, 5.2179, -1.1014)  0.000
C (-2.0939, -3.7834, -1.1373)  0.000
C (-3.5056, -3.9401, -1.7146)  0.000
C (-4.0446, -5.4217, -1.6096)  0.000
C (-4.0796, -5.8258, -0.1682)  0.000
C (-5.0509, -7.0447, 0.1209)  0.000
C (-6.4993, -6.8536, -0.3490)  0.000
H (-1.3688, -4.4851, -1.5495)  0.000
H (-2.0887, -3.9136, -0.0551)  0.000
H (-1.6805, -2.8314, -1.4702)  0.000
H (-4.1773, -3.2341, -1.2262)  0.000
H (-3.5453, -3.7545, -2.7879)  0.000
H (-3.3616, -5.9833, -2.2469)  0.000
H (-5.0154, -5.5182, -2.0957)  0.000
H (-3.0703, -6.1469, 0.0892)  0.000
H (-4.3553, -4.9719, 0.4506)  0.000
H (-4.6461, -7.9038, -0.4140)  0.000
H (-5.1876, -7.2449, 1.1836)  0.000
H (-6.8529, -5.8244, -0.2863)  0.000
H (-6.6211, -7.0687, -1.4106)  0.000
H (-7.1828, -7.5495, 0.1374)  0.000
C (6.3709, -0.5692, -4.5633)  0.000
C (5.1378, -0.0414, -3.8927)  0.000
C (4.3932, -1.0675, -3.0276)  0.000
C (5.0961, -1.4017, -1.6954)  0.000
C (5.8409, -2.7025, -1.7988)  0.000
C (6.7768, -2.9883, -0.5509)  0.000
H (7.0654, 0.1212, -5.0420)  0.000
H (5.9895, -1.3715, -5.1950)  0.000
H (7.1191, -0.8721, -3.8308)  0.000
H (5.6082, 0.7780, -3.3492)  0.000
H (4.4396, 0.3713, -4.6209)  0.000
H (4.0663, -1.9604, -3.5605)  0.000
H (3.5112, -0.4574, -2.8327)  0.000
H (5.6945, -0.5420, -1.3936)  0.000
H (4.2912, -1.4503, -0.9620)  0.000
H (5.1184, -3.4871, -2.0236)  0.000
H (6.5186, -2.5534, -2.6393)  0.000
H (7.3678, -3.8883, -0.7208)  0.000
H (7.5974, -2.2943, -0.3693)  0.000
H (6.1566, -3.2224, 0.3143)  0.000
C (4.5109, 2.4342, -0.5790)  0.000
C (4.8319, 3.8774, -0.0992)  0.000
C (3.6560, 4.7587, 0.2941)  0.000
C (2.8319, 4.1128, 1.4959)  0.000
C (1.8112, 5.0590, 2.1294)  0.000
C (0.7921, 5.6194, 1.1761)  0.000
H (5.5021, 2.0588, -0.8334)  0.000
H (3.8711, 2.4509, -1.4614)  0.000
H (4.1236, 1.7497, 0.1757)  0.000
H (5.4997, 3.9684, 0.7575)  0.000
H (5.4765, 4.4042, -0.8029)  0.000
H (3.1187, 4.9073, -0.6425)  0.000
H (4.0860, 5.6802, 0.6866)  0.000
H (2.3953, 3.1860, 1.1236)  0.000
H (3.4851, 3.6972, 2.2632)  0.000
H (1.4008, 4.5918, 3.0245)  0.000
H (2.3573, 5.9181, 2.5190)  0.000
H (1.3131, 5.9303, 0.2705)  0.000
H (0.1353, 4.8002, 0.8837)  0.000
H (0.2509, 6.4486, 1.6316)  0.000
C (-0.8728, -1.3464, 3.2868)  0.002
C (-0.8935, 0.1392, 2.7755)  0.001
C (-0.5732, 0.2404, 1.3320)  0.001
C (0.8976, -0.1071, 0.8532)  0.001
C (0.9411, -0.2096, -0.6665)  0.000
C (1.0858, 1.1644, -1.2869)  0.000
H (-1.7257, -1.9622, 3.0016)  0.000
H (-0.7956, -1.4552, 4.3686)  0.001
H (0.0090, -1.8293, 2.8658)  0.000
H (-1.8873, 0.5451, 2.9640)  0.000
H (-0.2088, 0.7487, 3.3652)  0.000
H (-0.8940, 1.2502, 1.0760)  0.000
H (-1.3754, -0.2404, 0.7722)  0.000
H (1.6491, 0.5543, 1.2844)  0.000
H (1.1101, -1.1289, 1.1676)  0.000
H (1.8994, -0.7010, -0.8347)  0.000
H (0.0829, -0.7450, -1.0725)  0.000
H (0.1787, 1.7299, -1.0737)  0.000
H (1.8819, 1.8223, -0.9384)  0.000
H (1.1314, 1.1491, -2.3759)  0.000
C (-2.0002, 1.5182, 7.0410)  0.151
C (-1.7929, 0.1332, 6.4126)  0.074
O (-2.2929, -0.9087, 7.2637)  0.416
O (-0.8563, 1.9025, 7.7535)  0.261
H (-2.8642, 1.6257, 7.6968)  0.004
H (-2.0887, 2.2223, 6.2137)  0.062
H (-0.7403, -0.0726, 6.2183)  0.012
H (-2.4032, 0.0469, 5.5136)  0.004
H (-1.5581, -1.0611, 7.8623)  0.005
H (-1.0740, 2.6799, 8.2731)  0.004


Which of these has the lowest total charge? C32H76B2F6N5O10S2Zn